# C3H2ClN3O

A single C3H2ClN3O molecule (wB97M-V/def2-TZVPD, the OMol25 dataset).

```
10
C3H2ClN3O | the OMol25 dataset | wB97M-V/def2-TZVPD
C 0.2235 -0.7034 -0.0252
C -0.2081 -0.8354 1.2967
C -0.3889 1.5428 -0.2066
H 0.0875 -1.7327 1.9629
H 0.6362 0.4462 -1.8092
N -1.1428 0.1771 1.7059
N -1.3231 1.2580 0.9280
N 0.1369 0.4065 -0.8096
O -0.3038 2.6030 -0.6038
Cl 1.1912 -1.9090 -0.8520
```

Structure (SMILES) = O=c1nncc(Cl)[nH]1
E_HOMO = -9.573 eV
Orbital gap = 8.851 eV

And the Löwdin charges, in e, turn out to be: number 1, C, carries -0.676; number 2, C, carries -0.135; number 3, C, carries -0.570; number 4, H, carries 0.131; number 5, H, carries 0.215; number 6, N, carries 0.022; number 7, N, carries 0.098; number 8, N, carries 0.075; number 9, O, carries 0.159; number 10, Cl, carries 0.682